The following is a quantum chemistry calculation of a molecular structure, C5H10O in a non-equilibrium geometry, from the Open Molecules 2025 dataset.

Structure (ORCA input):
```
! wB97M-V def2-TZVPD RIJCOSX def2/J DEFGRID3
* xyz 0 1
C -0.848 1.552 -0.585
C 0.010 0.408 0.065
C 1.682 0.308 0.361
C -0.957 -0.642 0.719
C -0.155 -1.606 -0.148
O 0.319 -0.565 -0.987
H -0.252 2.292 -1.119
H -1.535 2.095 0.088
H -1.506 1.068 -1.335
H 2.130 1.057 -0.297
H 2.241 -0.638 0.062
H 1.911 0.454 1.399
H -1.997 -0.569 0.350
H -0.998 -0.793 1.800
H -0.662 -2.289 -0.813
H 0.617 -2.133 0.441
*
```

Output
- DFT total energy: -271.63427 hartree

Charges per atom according to Mulliken partitioning, unit e:
1. C -1.293
2. C 0.908
3. C -1.127
4. C -0.644
5. C -0.433
6. O -0.436
7. H 0.339
8. H 0.318
9. H 0.310
10. H 0.340
11. H 0.283
12. H 0.342
13. H 0.254
14. H 0.302
15. H 0.323
16. H 0.213